(1)
{
  "formula": "C5H6N2",
  "method": "ωB97M-V/def2-TZVPD",
  "species": ["N", "N", "C", "C", "C", "C", "C", "H", "H", "H", "H", "H", "H"],
  "xyz": [[3.196, 1.174, -0.573], [-0.216, 0.365, -0.472], [2.080, 0.753, -0.527], [-0.875, 1.225, 0.410], [-1.571, 0.177, -0.382], [0.918, 0.036, -0.851], [0.320, -2.255, 0.426], [-2.316, 0.628, -1.051], [0.884, -1.613, 1.232], [-1.770, -0.836, 0.059], [-0.614, 1.267, 1.517], [0.949, -3.170, 0.124], [-0.987, 2.249, 0.087]],
  "nbo_charge": [-0.270, -0.292, 0.128, -0.268, -0.231, 0.103, -0.316, 0.232, 0.095, 0.267, 0.226, 0.113, 0.214],
  "multiplicity": 1,
  "gap_ev": [7.778, 7.639]
}

(2)
{
  "formula": "C5H6N2O",
  "method": "ωB97M-V/def2-TZVPD",
  "species": ["O", "N", "N", "C", "C", "C", "C", "C", "H", "H", "H", "H", "H", "H"],
  "xyz": [[-0.920, -1.563, -0.010], [1.508, -1.505, -0.004], [2.330, -0.423, -0.009], [0.290, -0.975, -0.005], [-1.861, -0.492, -0.029], [-1.131, 0.859, 0.004], [0.303, 0.429, 0.004], [1.637, 0.747, -0.033], [2.132, 1.715, -0.030], [-2.377, -0.648, 0.922], [-1.422, 1.530, -0.817], [-1.338, 1.465, 0.895], [3.335, -0.519, 0.022], [-2.487, -0.620, -0.911]],
  "nbo_charge": [-0.468, -0.311, -0.340, 0.419, -0.063, -0.441, -0.208, -0.033, 0.216, 0.189, 0.219, 0.219, 0.410, 0.191],
  "multiplicity": 1,
  "smiles": "c1[nH]nc2c1CCO2",
  "gap_ev": 9.405
}

(3)
{
  "formula": "C5H6N2O",
  "method": "ωB97M-V/def2-TZVPD",
  "species": ["O", "N", "N", "C", "C", "C", "C", "C", "H", "H", "H", "H", "H", "H"],
  "xyz": [[0.642, -0.022, -1.264], [-1.963, 0.690, -0.023], [-1.960, -0.630, -0.246], [0.588, 0.935, -0.297], [1.000, 0.022, 0.789], [0.511, -1.041, -0.239], [-0.837, 1.442, -0.108], [-0.883, -1.383, -0.024], [-1.176, -2.456, -0.172], [2.128, 0.177, 0.812], [0.577, -0.103, 1.787], [1.267, 1.789, -0.541], [1.155, -1.927, -0.310], [-1.050, 2.508, -0.164]],
  "nbo_charge": [-0.474, -0.263, -0.217, 0.017, -0.430, 0.012, 0.081, 0.024, 0.196, 0.224, 0.228, 0.191, 0.212, 0.197],
  "multiplicity": 1,
  "gap_ev": 8.480
}

(4)
{
  "formula": "C5H6N2O",
  "method": "ωB97M-V/def2-TZVPD",
  "species": ["O", "N", "N", "C", "C", "C", "C", "C", "H", "H", "H", "H", "H", "H"],
  "xyz": [[-0.121, 1.437, -0.807], [-1.154, 0.314, 1.004], [-1.532, -0.786, 0.253], [1.538, -0.214, -0.319], [-0.554, 1.320, 0.465], [-0.549, -1.579, -0.012], [1.117, 0.864, -0.977], [0.825, -1.325, 0.432], [-0.103, 2.132, 1.153], [-0.868, -2.377, -0.645], [2.492, -0.501, -0.539], [1.404, -2.216, 0.334], [1.782, 1.385, -1.606], [0.801, -1.015, 1.421]],
  "nbo_charge": [-0.519, -0.300, -0.227, -0.256, 0.354, 0.079, 0.133, -0.523, 0.179, 0.200, 0.208, 0.229, 0.196, 0.247],
  "multiplicity": 1,
  "smiles": "C1=C\\O/C=N\\N=C/C/1",
  "gap_ev": 10.498
}

(5)
{
  "formula": "C5H6N2O",
  "method": "ωB97M-V/def2-TZVPD",
  "species": ["O", "N", "N", "C", "C", "C", "C", "C", "H", "H", "H", "H", "H", "H"],
  "xyz": [[2.036, 0.094, -1.413], [1.314, -0.719, -0.525], [1.331, 1.393, 1.465], [0.052, -0.437, 0.001], [-0.638, -1.563, 0.740], [-0.833, 0.662, -0.559], [-1.677, 1.310, -1.125], [0.902, 0.520, 0.738], [-1.426, -1.176, 1.384], [1.660, 0.373, -2.256], [0.079, -2.095, 1.361], [-1.020, -2.255, -0.009], [-2.543, 1.717, -1.576], [0.762, 2.176, 1.774]],
  "nbo_charge": [-0.585, -0.217, -0.631, -0.068, -0.582, -0.043, -0.232, 0.552, 0.231, 0.466, 0.236, 0.231, 0.241, 0.402],
  "multiplicity": 1,
  "smiles": "[H]/N=C1/N(O)[C@]1(C)C#C",
  "gap_ev": 8.408
}

(6)
{
  "formula": "C5H6N2O",
  "method": "ωB97M-V/def2-TZVPD",
  "species": ["O", "N", "N", "C", "C", "C", "C", "C", "H", "H", "H", "H", "H", "H"],
  "xyz": [[-2.670, 1.058, -0.075], [0.465, 1.054, 0.391], [1.379, -1.057, 0.008], [0.275, -0.252, 0.294], [-2.378, -0.178, -0.371], [2.353, -0.151, -0.253], [-1.099, -0.989, 0.232], [1.874, 1.160, -0.204], [-0.191, 1.957, 0.436], [-1.019, -2.085, -0.348], [3.446, -0.428, -0.599], [-3.375, -0.871, -0.694], [2.207, 2.118, -0.118], [-1.267, -1.337, 1.300]],
  "nbo_charge": [-0.545, -0.555, -0.491, 0.367, 0.412, -0.054, -0.553, -0.157, 0.470, 0.264, 0.221, 0.150, 0.202, 0.269],
  "multiplicity": 1,
  "smiles": "O=CCc1ncc[nH]1",
  "gap_ev": 8.490
}

(7)
{
  "formula": "C5H6N2O",
  "method": "ωB97M-V/def2-TZVPD",
  "species": ["O", "N", "N", "C", "C", "C", "C", "C", "H", "H", "H", "H", "H", "H"],
  "xyz": [[-1.780, 0.049, 0.828], [0.054, -0.021, -1.208], [-0.870, 1.063, -1.168], [-1.649, 0.934, -0.189], [0.448, -0.931, 1.086], [-0.839, -0.845, 1.365], [0.933, 0.038, -0.019], [1.451, -0.046, -1.423], [-1.259, -1.265, 2.279], [-2.401, 1.655, -0.101], [2.074, 0.803, -1.694], [1.008, -1.584, 1.813], [1.037, 1.055, 0.305], [1.793, -0.905, -1.873]],
  "nbo_charge": [-0.507, -0.280, -0.299, 0.373, -0.284, 0.143, -0.139, -0.210, 0.199, 0.174, 0.195, 0.233, 0.199, 0.203],
  "multiplicity": 1,
  "smiles": "C1=C[C@H]2CN2N=CO1",
  "gap_ev": 9.737
}

(8)
{
  "formula": "C5H6N2O",
  "method": "ωB97M-V/def2-TZVPD",
  "species": ["O", "N", "N", "C", "C", "C", "C", "C", "H", "H", "H", "H", "H", "H"],
  "xyz": [[2.947, -0.782, -0.845], [1.357, -1.268, 0.804], [0.461, 2.600, -0.022], [0.527, -0.816, -0.247], [0.045, 1.500, 0.013], [-1.862, -0.053, 0.160], [-0.404, 0.272, 0.027], [2.009, -0.535, -0.123], [-2.036, -1.134, 0.183], [-2.279, 0.367, 1.081], [-2.421, 0.355, -0.689], [0.226, -1.569, -0.964], [-0.256, 3.285, -0.285], [1.686, -2.222, 0.905]],
  "nbo_charge": [-0.536, -0.605, -0.666, -0.096, 0.565, -0.600, -0.347, 0.637, 0.221, 0.219, 0.209, 0.201, 0.416, 0.382],
  "multiplicity": 1,
  "smiles": "CC(=C=N)[C@@H]1NC1=O",
  "gap_ev": 8.457
}

Asked for max |F| across the records above, the calculation gives 0.080 0.040 0.108 0.060 0.139 0.129 0.045 0.081 Eh/bohr in order.
Asked for relative energy (zero: lowest compared OMol25 entry of this formula, charge and spin) across the records above, the calculation gives 213.0 23.5 99.7 67.5 184.0 69.6 95.6 103.8 kcal per mole in order.
Asked for total energy across the records above, the calculation gives -303.296627 -378.833443 -378.712082 -378.763336 -378.577685 -378.760058 -378.718653 -378.705554 hartree in order.